Run 1
Entry from OMol25: a structure of composition C50H49BrGaN3O3P2 (ωB97M-V/def2-TZVPD).

Last column: Mulliken charge in e.
Positions of all 109 atoms, in Å:
C -0.540 -3.737 -1.055  -0.55
C -3.370 -0.339 3.830  -0.83
C 2.249 -0.443 4.364  0.22
H -6.852 2.589 -2.043  0.40
C -0.079 4.750 -1.662  -0.24
H 0.500 -6.913 -0.552  0.43
C -1.083 3.122 -3.111  -0.44
C 0.158 -5.912 -0.325  -0.75
N 1.743 -0.970 -0.896  0.24
H 0.040 -5.314 -2.384  0.50
C -5.148 -1.137 -1.275  0.74
C -0.795 3.565 -1.814  0.23
C 1.993 1.788 3.529  -0.04
P -1.418 2.474 -0.476  2.44
C -1.371 3.299 1.143  0.61
H -6.217 0.610 -4.049  0.42
H 0.566 -1.064 -4.086  0.64
H -0.873 3.459 -5.215  0.48
H -7.871 0.829 -2.137  0.53
H 3.638 1.804 6.477  0.42
C -3.829 -0.995 -0.869  -0.65
H -7.487 0.165 -0.542  0.42
H -0.069 -2.206 3.128  0.37
C -5.170 3.738 -1.424  -1.60
H 1.611 2.456 2.773  0.34
C 2.905 0.064 5.476  -0.78
C -5.187 1.313 -1.618  0.65
C -5.079 -3.389 -0.368  -1.64
H -2.818 -0.480 5.897  0.44
H -3.324 4.640 -0.803  0.63
C -0.094 -5.013 -1.354  -0.70
H 1.697 -1.745 -0.239  0.12
C -0.057 -5.531 0.990  -0.85
H 0.103 5.167 -0.688  0.46
C -5.867 0.000 -1.992  1.49
C -0.266 4.533 2.898  -0.75
H 0.480 5.513 -4.919  0.43
H -5.699 4.677 -1.509  0.46
H 3.745 1.766 -0.879  0.55
O -3.125 0.171 -1.079  0.31
H 1.351 0.356 -3.415  0.24
C -3.776 -3.202 0.055  -0.57
Br 2.059 -2.324 4.319  -0.03
H 0.112 -6.235 1.793  0.50
C 2.664 2.295 4.625  -1.08
H -4.684 -0.242 -3.816  0.36
H -3.301 3.453 3.925  0.50
H -4.287 0.200 4.028  0.55
C -2.457 3.094 1.993  -0.91
H -1.748 2.275 -3.255  0.13
C -7.352 0.028 -1.616  -2.18
C -1.359 4.341 3.730  -0.88
N 1.610 1.749 -0.995  -0.04
H -7.844 -0.896 -1.914  0.51
H -0.799 -3.067 -1.869  0.84
Ga -0.052 0.218 -0.307  2.02
O 1.045 -1.216 1.784  -0.79
H -1.136 -0.853 -2.484  0.24
C -1.367 -1.403 4.617  -1.36
H 0.917 6.369 -2.645  0.50
C -3.846 3.718 -1.029  -0.14
C -0.625 3.810 -4.222  -0.86
C 0.809 -0.551 -3.155  -0.82
C -1.855 -1.367 2.257  0.58
C 0.123 4.969 -4.056  -0.68
C -0.507 -4.251 1.290  -0.63
H -0.696 -3.991 2.320  0.48
H 3.060 -0.115 0.475  0.11
C -3.859 1.328 -1.211  -0.68
C -3.031 -0.663 2.527  -0.63
H -1.360 4.756 4.728  0.44
C -5.751 -2.365 -1.019  -0.12
H 0.619 4.125 1.007  0.18
H 3.068 1.066 -2.336  0.26
H -5.579 -4.329 -0.180  0.45
H -6.205 -1.144 -3.810  0.42
H -6.773 -2.531 -1.328  0.38
C -3.137 -1.990 -0.194  0.00
H -3.255 -3.992 0.580  0.66
H -0.792 0.696 -2.840  -0.09
C 2.979 -0.221 -0.604  -0.57
H 0.591 5.090 3.253  0.52
H -0.710 -1.688 5.428  0.50
C -5.822 2.547 -1.719  -0.09
H 1.360 2.413 -1.721  0.02
C 1.664 -1.467 -2.279  -0.50
H 1.227 -2.462 -2.256  0.19
O 0.479 0.888 1.428  0.63
H 3.251 -0.619 6.239  0.46
C -2.544 -0.718 4.878  -0.97
C -0.263 4.001 1.618  -0.58
C 2.930 1.151 -1.259  -0.79
H 1.637 2.273 -0.122  0.09
C -5.733 -0.207 -3.514  -1.73
H 2.658 -1.558 -2.722  0.49
H 3.858 -0.771 -0.949  0.65
H 2.829 3.360 4.720  0.45
C -0.732 -3.334 0.267  0.67
C 1.773 0.416 3.370  -0.27
H -3.320 2.537 1.649  0.38
C -1.014 -1.721 3.313  -0.20
C 1.085 -0.041 2.132  0.69
C 0.374 5.444 -2.780  -0.81
C -2.449 3.612 3.279  -0.89
C -3.180 2.501 -0.919  -0.18
H -3.695 -0.378 1.719  0.32
P -1.477 -1.693 0.507  1.72
N -0.406 -0.146 -2.424  -0.52
C 3.118 1.427 5.607  -0.69

## Properties
LUMO energy: -4.51 eV
net charge: +2
multiplicity: 1
gap between HOMO and LUMO: 8.76 eV

Run 2
Entry from OMol25: a structure of composition C50H49BrGaN3O3P2 (ωB97M-V/def2-TZVPD).

Last column: Mulliken charge in e.
Positions of all 109 atoms, in Å:
C -5.881 1.428 2.777  -0.85
C 4.332 0.332 -3.752  -1.52
H -2.079 3.349 0.124  0.33
H 4.107 -3.925 -0.146  0.52
C 1.547 1.602 3.082  -0.21
H -2.407 -2.062 2.471  0.19
H 0.137 0.113 3.314  0.69
H 0.564 -2.068 -6.738  0.55
H 0.340 -5.188 3.396  0.43
C -5.736 -0.136 4.596  -0.63
H 5.682 3.821 1.970  0.52
C 0.163 -3.279 0.613  -0.94
H 2.281 1.904 2.326  -0.03
C 4.451 -3.000 1.757  -0.79
C 3.754 -0.706 1.937  -0.52
H -1.330 2.689 2.362  0.17
C -4.525 1.282 2.557  0.01
O -1.462 0.388 4.057  -0.70
H -2.230 -4.225 -3.901  0.47
C -0.208 -1.198 -2.742  -1.16
C 3.343 2.234 0.110  1.18
H -3.719 -2.700 0.739  0.52
H 4.852 0.952 -1.775  0.61
H -0.286 0.990 -4.762  0.31
C -3.145 -0.877 -0.253  1.32
C 4.324 2.438 1.072  -0.09
C -1.068 -1.804 -1.844  0.59
H 4.675 -1.803 3.523  0.51
H -2.492 -3.397 -1.602  0.58
C -1.101 -3.639 3.056  -1.27
C -6.486 0.716 3.804  -0.61
C -3.608 0.245 -0.934  -0.71
C 4.061 0.614 -2.429  -0.28
H 1.528 -0.394 2.517  0.00
H -6.465 2.084 2.148  0.44
C -1.805 -2.906 -2.276  -0.32
H 2.079 1.418 4.017  0.63
H -6.206 -0.710 5.379  0.47
C -5.416 -1.602 0.051  -0.87
C 3.326 -0.142 -4.586  0.00
H -0.707 -3.108 -5.455  0.37
H -2.911 0.963 -1.356  0.28
H -5.311 1.308 -1.669  0.48
H 1.948 -2.577 -5.763  0.46
C 2.029 -0.326 -4.127  0.39
C -1.661 -3.370 -3.568  -1.54
Br -3.435 -1.499 5.466  -0.11
H -6.929 -0.331 -0.772  0.46
H 3.666 0.183 2.552  -0.05
H -6.118 -2.327 0.434  0.50
C 0.101 0.350 -5.556  -1.68
O -1.916 0.467 1.889  -0.08
C 4.324 -1.836 2.502  -1.11
H 0.652 -3.160 -0.346  0.31
C 3.563 4.551 -0.557  -0.64
C 1.390 -1.716 -6.125  -2.43
H 2.029 -1.141 -6.790  0.53
C -5.870 -0.481 -0.625  -0.73
H 3.570 -0.379 -5.610  0.34
H -4.049 1.802 1.736  0.18
H 4.984 5.718 0.547  0.44
C 4.910 3.687 1.226  -0.78
N 0.866 0.379 2.612  -0.12
C -4.369 -0.258 4.388  -0.06
P 2.424 0.672 -0.166  2.75
C -0.011 -4.427 2.715  -1.06
C 4.004 -3.025 0.445  -0.91
C 3.311 -0.717 0.614  0.95
O 0.501 -0.103 -2.278  0.26
H 0.978 3.664 3.430  0.59
P -1.356 -1.137 -0.185  2.01
C 1.779 0.011 -2.800  -0.87
H -0.129 2.469 4.114  0.46
C -1.558 -2.666 2.184  0.28
C 0.879 -0.846 -4.979  1.92
C 0.502 2.697 3.254  -1.24
H 3.285 5.359 -1.218  0.50
C -0.044 -1.631 -4.055  0.41
C 2.766 0.447 -1.933  -0.47
C -3.746 0.462 3.370  0.73
H 5.331 0.462 -4.139  0.48
H 4.673 1.624 1.696  0.35
H -7.545 0.814 3.986  0.43
H 0.749 0.949 -6.192  0.41
C -1.027 3.526 -0.114  -0.77
C 2.986 3.304 -0.717  -1.07
N -0.441 2.262 -0.610  -0.23
H -0.620 4.808 1.600  0.49
C -0.932 -2.484 0.951  0.31
H -0.741 -0.001 -6.149  0.41
H -0.890 1.872 -1.436  0.34
H 0.816 4.037 0.908  0.27
N -0.361 2.735 2.053  -0.50
H 3.118 -1.933 -1.155  0.34
C -4.055 -1.807 0.231  -0.33
C -0.242 3.886 1.148  -0.65
H -1.602 -3.777 4.004  0.46
C 4.523 4.749 0.426  -0.82
C -2.273 0.425 3.138  -0.04
H 1.467 -4.858 1.221  0.54
C 3.438 -1.896 -0.123  -0.88
H 4.902 -3.878 2.195  0.45
Ga -0.224 0.810 0.919  1.85
C 0.622 -4.243 1.494  -0.75
H -0.973 4.310 -0.871  0.58
C -4.962 0.442 -1.124  -0.83
H 2.307 3.154 -1.551  0.23
H 0.515 2.475 -0.897  -0.39
C -0.793 -2.733 -4.447  0.00

## Properties
LUMO energy: -4.59 eV
net charge: +2
multiplicity: 1
gap between HOMO and LUMO: 8.47 eV

Of them, run 1 has the highest stability.

Run 1
Entry from OMol25: an isolated molecule of C5H8N2 (ωB97M-V/def2-TZVPD).

Last column: Mulliken charge in e.
Positions of all 15 atoms, in Å:
H -1.229 -1.943 0.690  0.26
H -2.489 -1.259 -0.355  0.36
C -0.595 1.358 -0.041  -0.52
N 0.325 0.456 0.642  -0.33
H -2.168 -0.544 1.242  0.31
C -0.675 -0.105 -0.256  0.27
N 2.250 -1.795 -1.070  -0.42
H 1.950 1.272 -0.493  0.24
C 1.717 0.445 0.193  -0.42
C 2.052 -0.810 -0.499  0.32
H -0.302 -0.448 -1.222  0.48
C -1.705 -1.011 0.368  -1.38
H -0.199 1.960 -0.860  0.27
H 2.375 0.550 1.061  0.29
H -1.307 1.873 0.600  0.25

## Properties
SMILES: C[C@H]1CN1CC#N
LUMO energy: 0.95 eV
multiplicity: 1
gap between HOMO and LUMO: 10.69 eV

Run 2
Entry from OMol25: an isolated molecule of C5H8N2 (ωB97M-V/def2-TZVPD).

Last column: Mulliken charge in e.
Positions of all 15 atoms, in Å:
H 0.550 1.144 1.399  0.31
H 0.333 -1.723 0.351  0.40
C -1.375 -0.422 0.295  -0.61
H -1.658 -0.156 1.323  0.32
C 0.180 -0.649 0.190  0.35
N -1.868 0.559 -0.750  -0.53
C 0.953 0.135 1.260  -1.46
H -1.912 -1.344 0.036  0.32
C -0.888 1.150 -1.208  0.52
N 0.747 -0.333 -1.142  -0.39
C 0.406 1.032 -1.490  -0.60
H 0.463 -1.020 -1.833  0.25
H 0.900 -0.383 2.224  0.40
H 1.165 1.788 -1.615  0.34
H 2.003 0.221 0.959  0.39

## Properties
SMILES: C[C@H]1CN=C=CN1
LUMO energy: 0.32 eV
multiplicity: 1
gap between HOMO and LUMO: 8.73 eV

Of them, run 1 has the highest stability.

Run 1
Entry from OMol25: an isolated molecule of C5H8N2 (ωB97M-V/def2-TZVPD).

Last column: Mulliken charge in e.
Positions of all 15 atoms, in Å:
C 0.912 -0.519 0.530  0.18
H 0.207 0.560 -2.504  0.27
H 0.691 -1.943 -0.953  0.30
H -1.356 1.683 -0.633  0.29
C -2.152 0.128 0.534  -0.81
H -3.082 0.629 0.746  0.28
C 1.697 -0.395 1.567  -0.87
H 2.093 -1.254 2.080  0.25
H -2.018 -0.858 0.940  0.31
H 1.169 1.477 -1.537  0.27
C 0.087 0.065 -0.536  0.83
H 1.971 0.576 1.942  0.24
N 0.809 0.542 -1.687  -0.59
C -1.221 0.691 -0.216  -0.32
N 0.192 -1.382 -0.274  -0.62

## Properties
SMILES: C=C[C@]1(N)NC1=C
LUMO energy: 1.04 eV
multiplicity: 1
gap between HOMO and LUMO: 9.95 eV

Run 2
Entry from OMol25: an isolated molecule of C5H8N2 (ωB97M-V/def2-TZVPD).

Last column: Mulliken charge in e.
Positions of all 15 atoms, in Å:
H 1.482 0.620 -0.772  0.38
N 0.642 -0.751 0.635  0.63
H -1.613 1.206 -2.313  0.24
H -2.464 -0.323 0.652  0.45
H 1.608 -1.783 2.133  0.29
C -1.300 1.628 -1.354  -1.18
C -0.730 0.586 -0.449  0.51
H -2.176 2.112 -0.913  0.32
C 1.807 -1.461 1.110  -0.79
H 2.025 -2.338 0.491  0.28
H -0.567 2.411 -1.563  0.32
H 2.671 -0.792 1.099  0.31
C 0.593 0.235 -0.293  -0.42
N -0.573 -1.075 1.094  -0.88
C -1.403 -0.273 0.442  -0.45

## Properties
SMILES: Cc1cnn(C)c1
LUMO energy: 1.00 eV
multiplicity: 1
gap between HOMO and LUMO: 9.84 eV

Run 3
Entry from OMol25: an isolated molecule of C5H8N2 (ωB97M-V/def2-TZVPD).

Last column: Mulliken charge in e.
Positions of all 15 atoms, in Å:
H -3.269 0.118 -0.444  0.26
H -2.647 1.640 -0.457  0.24
H 0.083 1.940 -0.087  0.34
C -1.318 0.201 0.047  0.83
N 0.901 -0.038 0.127  0.19
H 2.726 0.785 0.822  0.28
C -0.122 0.881 0.002  -0.83
C 0.359 -1.282 0.246  -0.32
C 2.311 0.237 -0.032  -0.86
H 2.484 0.814 -0.946  0.33
H -1.715 -1.997 0.275  0.33
C -1.009 -1.180 0.202  -0.82
N -2.619 0.745 0.014  -0.58
H 2.838 -0.716 -0.126  0.28
H 0.997 -2.148 0.358  0.34

## Properties
SMILES: Cn1ccc(N)c1
LUMO energy: 1.04 eV
multiplicity: 1
gap between HOMO and LUMO: 8.49 eV

Of them, run 3 has the highest stability.